This record from OMol25 describes a molecular structure, C28H31F3N4O3SV. The level of theory is ωB97M-V/def2-TZVPD.

CARTESIAN COORDINATES (ANGSTROEM)
V -0.193 0.771 0.828
C 3.186 -0.754 0.187
N 2.447 0.439 -0.212
C 3.131 1.636 0.303
C 3.398 1.686 1.804
C 2.182 1.737 2.728
N 1.288 0.609 2.470
C 1.441 -0.420 3.216
C 0.820 -1.707 3.020
C 1.033 -2.736 3.946
C 0.519 -3.995 3.723
C -0.208 -4.248 2.560
C -0.425 -3.259 1.620
C 0.088 -1.980 1.852
O -0.133 -1.019 0.976
C 2.408 0.574 -1.686
C 2.271 -0.699 -2.526
C 1.036 -1.563 -2.267
N -0.094 -0.728 -1.981
C -1.195 -0.931 -2.572
C -2.397 -0.150 -2.311
C -3.540 -0.376 -3.078
C -4.703 0.338 -2.863
C -4.735 1.293 -1.852
C -3.624 1.534 -1.069
C -2.439 0.821 -1.287
O -1.366 1.067 -0.562
H 4.233 -0.724 -0.154
H 2.716 -1.645 -0.216
H 3.187 -0.859 1.269
H 2.541 2.501 0.002
H 4.110 1.723 -0.197
H 3.992 2.585 1.988
H 4.038 0.850 2.099
H 1.629 2.656 2.564
H 2.513 1.712 3.771
H 2.141 -0.365 4.055
H 1.607 -2.530 4.842
H 0.673 -4.784 4.446
H -0.620 -5.235 2.394
H -1.016 -3.428 0.732
H 3.342 1.055 -2.018
H 1.589 1.255 -1.927
H 3.173 -1.309 -2.452
H 2.232 -0.349 -3.561
H 1.191 -2.198 -1.389
H 0.868 -2.238 -3.121
H -1.304 -1.725 -3.328
H -3.501 -1.132 -3.856
H -5.581 0.150 -3.466
H -5.645 1.850 -1.663
H -3.650 2.253 -0.261
F -3.666 -2.145 4.212
C -4.140 -0.899 4.360
F -5.317 -0.819 3.728
F -4.422 -0.767 5.679
C -3.152 0.153 3.933
C -2.803 1.117 4.828
C -1.852 2.090 4.477
C -1.249 1.964 3.261
N -1.560 1.008 2.362
C -2.604 0.126 2.593
S -3.181 -0.885 1.402
H -3.258 1.126 5.809
H -1.576 2.888 5.148
H -0.469 2.649 2.955
C -0.066 3.698 0.197
O 0.336 2.473 0.727
H -0.622 4.268 0.949
H -0.715 3.536 -0.670
H 0.812 4.277 -0.102

Energy above the lowest of the compared OMol25 structures with the same formula, charge and spin ... 1.9 kcal/mol
<S²> ... 0.76
Spin multiplicity ... 2
E_tot ... -86319.066 eV